C13H38Li3N14O15 as an isolated structure. Source: the Open Molecules 2025 dataset; level of theory: ωB97M-V/def2-TZVPD.

E in Ha: -2435.5782
Total charge: +1
Gap between HOMO and LUMO in eV: 2.007

Structure (XYZ):
```
83
Properties=species:S:1:pos:R:3:mulliken_charge:R:1
Li -6.8992 10.1513 2.0237 0.65
Li -11.9530 10.0890 1.4427 0.85
Li -5.5843 -0.6989 7.1679 1.00
C -11.8762 4.1397 4.2658 -0.49
C -11.2527 5.2270 3.6089 0.33
C -9.6789 5.2552 3.6037 0.51
O -9.0535 5.9716 2.7816 -0.84
C -9.0242 4.3803 4.5009 -0.47
C -9.6791 3.5093 5.2765 0.35
C -11.2103 3.3130 5.1129 0.41
O -11.9827 2.3323 5.5393 -0.77
O -8.8932 2.7137 5.9688 -0.79
O -11.7874 6.0456 2.9878 -0.62
H -12.9417 3.9630 4.2668 0.44
H -7.9488 4.4461 4.5759 0.42
O -8.5822 2.5652 11.2939 -0.63
H -9.3699 2.0586 11.4915 0.33
H -8.2861 2.2282 10.4483 0.30
O -16.5191 8.0730 4.4566 -0.66
H -15.6745 7.6411 4.3286 0.32
H -17.1657 7.4196 4.1898 0.34
O -16.0786 -1.9343 5.2322 -0.64
H -15.3233 -1.3673 5.3880 0.32
H -16.6321 -1.8141 6.0039 0.32
O -12.8085 0.8323 11.8609 -0.64
H -13.2614 0.6685 12.6881 0.32
H -13.4899 0.7495 11.1938 0.32
C -10.3542 9.5135 -3.2039 0.71
O -11.4342 9.6933 -2.6257 -0.70
N -9.4521 8.7278 -2.7763 -0.36
N -10.0441 9.9115 -4.4266 -0.38
H -8.5773 8.6041 -3.2657 0.16
H -9.6303 8.3162 -1.8714 0.19
H -9.0985 9.6410 -4.6565 0.16
H -10.6895 10.5154 -4.9154 0.21
C -7.4355 7.8575 9.7354 0.64
O -7.2617 9.0726 9.3281 -0.71
N -6.4559 7.0014 9.6243 -0.46
N -8.4441 7.3892 10.3945 -0.35
H -5.6434 7.4390 9.2140 0.23
H -6.8046 6.0829 9.3901 0.23
H -8.3799 6.4484 10.7563 0.19
H -9.1985 8.0061 10.6601 0.22
C -2.2691 1.4639 3.6474 0.67
O -2.8028 1.1610 4.7018 -0.70
N -2.3056 2.6166 3.1042 -0.33
N -1.4037 0.7110 3.0055 -0.38
H -2.7586 3.4290 3.4975 0.21
H -1.6558 2.7343 2.3399 0.17
H -1.3065 -0.2439 3.3197 0.20
H -0.8113 0.9815 2.2335 0.17
C -10.6969 -2.1967 1.9218 0.68
O -10.3320 -2.9436 1.0007 -0.70
N -10.2035 -2.2627 3.1507 -0.42
N -11.4676 -1.2021 1.6411 -0.37
H -10.4306 -1.5408 3.8196 0.21
H -9.6890 -3.1273 3.2398 0.23
H -11.6875 -0.4661 2.2969 0.16
H -11.9128 -1.2206 0.7347 0.21
C -17.8946 4.5270 9.8723 0.60
O -18.7996 4.4831 10.6828 -0.66
N -17.4973 5.6783 9.4562 -0.40
N -17.4375 3.5355 9.1318 -0.38
H -16.5918 5.6625 9.0089 0.19
H -17.7928 6.4566 10.0280 0.24
H -16.6669 3.5860 8.4810 0.19
H -17.8019 2.6407 9.4264 0.22
C -6.6292 3.3144 -1.9579 0.60
O -6.5787 3.0299 -3.1377 -0.66
N -7.0925 2.5844 -1.0275 -0.34
N -5.9823 4.3694 -1.5030 -0.42
H -7.5470 1.7244 -1.2997 0.22
H -7.2812 2.9343 -0.0991 0.18
H -5.6064 5.0150 -2.1828 0.23
H -6.2879 4.7153 -0.6046 0.19
C -18.6825 3.0192 1.7404 0.69
O -19.0593 3.7242 2.6979 -0.71
N -17.9265 2.0133 1.8890 -0.36
N -19.0793 3.2217 0.5124 -0.40
H -17.5278 1.5419 1.0897 0.18
H -17.9019 1.7003 2.8490 0.22
H -18.8493 2.6317 -0.2744 0.16
H -19.6231 4.0541 0.3351 0.22
```

A 9-piece molecular cluster, C13H39N4O15S2 overall. Source: the Open Molecules 2025 dataset; level of theory: ωB97M-V/def2-TZVPD.

E in Ha: -2661.6998
Total charge: +3
Gap between HOMO and LUMO in eV: 7.167

Structure (XYZ):
```
73
Properties=species:S:1:pos:R:3:mulliken_charge:R:1
N -7.9473 23.9254 -32.7084 -0.39
H -7.2798 23.3468 -33.2230 0.40
H -7.6060 24.8778 -32.5874 0.36
H -8.0363 23.4483 -31.7620 0.02
H -8.8255 23.9262 -33.2386 0.40
N -7.4480 25.4376 -29.0505 -0.21
H -7.6909 24.4171 -29.1585 -0.13
H -8.1880 25.7761 -28.4042 0.34
H -7.4869 25.9011 -29.9505 0.36
H -6.5165 25.5135 -28.6462 0.40
N -7.3690 20.1373 -31.4726 -0.29
H -7.9897 20.7317 -30.8805 -0.01
H -8.0039 19.7071 -32.1606 0.44
H -6.9817 19.3428 -30.9444 0.37
H -6.6683 20.7281 -31.8973 0.31
N -5.1173 22.0631 -29.6199 -0.20
H -6.1695 22.0693 -29.7330 -0.07
H -4.9557 21.3347 -28.9008 0.31
H -4.8649 22.9913 -29.2910 0.35
H -4.6821 21.8459 -30.5135 0.41
C -9.1081 22.5549 -29.1354 -0.49
O -7.9444 22.6618 -29.9537 0.05
H -8.8895 22.5162 -28.0616 0.01
H -9.7010 23.4779 -29.1679 0.27
H -9.7559 21.7175 -29.3915 -0.04
C -13.7114 24.8897 -25.5542 -1.63
C -12.9042 24.6506 -26.8290 1.18
C -12.8076 25.9554 -27.6722 -0.29
O -11.3707 26.1306 -27.7895 -0.38
C -10.7081 25.2327 -27.0840 0.68
O -9.4986 25.2309 -26.9650 -0.69
O -11.5207 24.4322 -26.4347 -0.31
H -13.4120 25.8585 -25.1561 0.43
H -13.4753 24.1100 -24.8308 0.36
H -14.7848 24.8654 -25.7289 0.40
H -13.2775 23.7977 -27.3815 -0.19
H -13.2055 26.8251 -27.1591 0.31
H -13.1675 25.8534 -28.6918 0.15
C -7.5169 22.4596 -25.4158 -1.07
C -6.1868 21.7836 -25.6450 0.43
C -6.0118 20.4188 -24.9317 -0.49
O -5.7408 19.5006 -26.0393 -0.34
C -5.8323 20.1546 -27.1756 0.75
O -5.7603 19.6791 -28.2785 -0.63
O -5.9405 21.4772 -27.0230 -0.31
H -7.7024 22.6633 -24.3618 0.46
H -8.3437 21.8387 -25.7710 0.04
H -7.5581 23.4221 -25.9302 0.23
H -5.3933 22.3899 -25.2033 0.31
H -6.9481 20.1010 -24.4801 0.29
H -5.1821 20.4347 -24.2356 0.36
C -11.6145 21.0809 -26.2692 0.31
C -10.9502 19.8294 -26.9510 -0.05
O -12.0161 18.9111 -27.0076 -0.43
S -13.4015 19.6556 -27.3693 0.92
O -14.4447 18.8616 -26.8108 -0.54
O -13.4508 20.0646 -28.7405 -0.44
O -13.0216 20.9217 -26.4329 -0.31
H -11.3727 21.9970 -26.8048 -0.35
H -11.3850 21.1080 -25.2072 0.42
H -10.1329 19.3310 -26.4396 0.34
H -10.6175 20.1164 -27.9537 0.08
C -12.3121 21.9917 -30.9570 0.12
C -13.5504 21.6939 -31.7688 -0.55
O -14.6479 22.1481 -31.0330 -0.35
S -14.2941 23.4769 -30.1506 1.06
O -14.8709 23.4587 -28.8418 -0.51
O -14.3343 24.6427 -30.9744 -0.54
O -12.7156 22.9843 -30.0114 -0.13
H -11.4441 22.3097 -31.5383 0.14
H -12.0166 21.1211 -30.3674 0.08
H -13.6284 20.6572 -32.0919 0.35
H -13.6041 22.2872 -32.6951 0.37
```

A 7-piece molecular cluster, C13H39O13 overall. Source: the Open Molecules 2025 dataset; level of theory: ωB97M-V/def2-TZVPD.

E in Ha: -1496.7687
Total charge: -1
Gap between HOMO and LUMO in eV: 8.921

Structure (XYZ):
```
65
Properties=species:S:1:pos:R:3:nbo_charge:R:1
C 1.2309 0.2786 -0.0820 -0.24
O 0.0557 0.4009 -0.7953 -0.97
H 0.9683 0.3619 0.9880 0.14
H 1.7788 -0.6415 -0.2290 0.14
H 1.8984 1.1350 -0.1980 0.14
C -2.7697 -1.9051 -0.5686 -0.10
C -2.7269 -2.7655 -1.8302 -0.08
O -1.9114 -3.9328 -1.6593 -0.74
O -1.5109 -1.7454 0.0174 -0.78
H -3.3906 -2.2286 0.2278 0.16
H -3.2121 -0.9756 -0.9355 0.19
H -2.4184 -2.2201 -2.7508 0.16
H -3.7863 -3.0291 -1.9874 0.16
H -1.0033 -3.6572 -1.7004 0.48
H -1.0183 -1.0359 -0.5024 0.51
C 0.8240 2.6421 3.0277 -0.09
C 0.2377 3.7993 4.0198 -0.07
O -1.0118 4.2100 3.5884 -0.73
O 0.5158 3.0094 1.6572 -0.77
H 0.4082 1.6364 3.2561 0.17
H 1.8824 2.5648 3.2415 0.16
H 1.0282 4.5502 4.0142 0.14
H 0.1935 3.4498 5.0751 0.16
H -1.0934 3.9869 2.6394 0.49
H 0.0188 2.2966 1.2463 0.51
C 0.7269 -0.8345 -3.7350 -0.11
C -0.4009 0.1873 -3.9099 -0.10
O -0.1790 1.3635 -3.1800 -0.77
O 0.6118 -1.7264 -2.6137 -0.78
H 1.7144 -0.2611 -3.7282 0.17
H 0.6928 -1.3858 -4.6500 0.17
H -1.3957 -0.2782 -3.7046 0.16
H -0.4505 0.4335 -5.0062 0.17
H 0.1090 1.0757 -2.2999 0.51
H 0.4088 -1.0617 -1.8648 0.50
C -2.7671 1.7469 0.6277 -0.08
C -2.7565 2.3012 -0.8257 -0.10
O -2.6039 1.1386 -1.7428 -0.78
O -1.5251 1.3239 1.1119 -0.82
H -3.4375 0.8441 0.7530 0.17
H -3.0728 2.5502 1.2857 0.17
H -1.9059 2.9643 -0.9464 0.18
H -3.7436 2.8611 -1.0344 0.16
H -1.8213 1.3821 -2.3458 0.50
H -1.0458 0.8066 0.3473 0.53
C 4.3355 -0.8955 -2.5277 -0.09
C 4.7563 -0.5640 -1.1267 -0.09
O 6.0683 0.0310 -1.1106 -0.72
O 3.9601 0.2333 -3.3769 -0.72
H 3.6019 -1.6452 -2.3839 0.18
H 5.1282 -1.4401 -3.0346 0.18
H 4.7006 -1.5018 -0.5131 0.16
H 4.0602 0.1288 -0.7218 0.17
H 6.1159 0.5825 -0.3617 0.46
H 3.3309 0.7971 -2.8608 0.47
C -1.4739 -2.0968 3.2416 -0.12
C -0.0864 -2.4605 3.6274 -0.10
O 0.1510 -2.9588 4.9288 -0.72
O -1.8980 -0.7069 3.4952 -0.76
H -2.2159 -2.7498 3.7768 0.16
H -1.5121 -2.3188 2.1558 0.23
H 0.6448 -1.6532 3.3645 0.18
H 0.1872 -3.3184 2.9682 0.16
H -0.7076 -2.9961 5.3078 0.46
H -1.4928 -0.0832 2.8537 0.50
```

C13H39O7V as an isolated structure. Source: the Open Molecules 2025 dataset; level of theory: ωB97M-V/def2-TZVPD.

Energy above the lowest of the compared OMol25 structures with the same formula, charge and spin in kcal per mole: 43.5
E in Ha: -1988.8661
Total charge: +1
2S+1: 4
Gap between HOMO and LUMO (alpha / beta) in eV: 5.360 / 5.812
<S²>: 4.0376

Structure (XYZ):
```
60
Properties=species:S:1:pos:R:3:nbo_charge:R:1
V -0.8491 -3.8891 2.0860 1.51
C -0.5709 -0.5575 1.1232 -0.28
O -1.1512 -1.7987 1.2821 -0.81
H -0.6577 -0.1349 0.1162 0.18
H -1.1521 0.2037 1.6657 0.22
H 0.4558 -0.4408 1.4750 0.18
C 2.2153 -1.6873 -2.2957 -0.64
C 2.7710 -1.3160 -0.9503 -0.07
O 4.0683 -0.7549 -1.2664 -0.71
H 1.2245 -2.1527 -2.2799 0.20
H 2.8818 -2.4755 -2.6571 0.22
H 2.1682 -0.9545 -3.0985 0.24
H 2.8121 -2.1233 -0.2168 0.16
H 2.2256 -0.4807 -0.4913 0.14
H 4.5936 -0.9528 -0.4823 0.47
C -1.6199 -2.2144 -3.8356 -0.65
C -2.7138 -2.6315 -2.8780 -0.08
O -2.1461 -3.2538 -1.7322 -0.74
H -0.9470 -1.4497 -3.4366 0.20
H -1.9504 -1.8747 -4.8188 0.23
H -0.9164 -3.0125 -4.0922 0.21
H -3.5065 -3.2534 -3.2940 0.19
H -3.3215 -1.7560 -2.6224 0.17
H -1.6533 -2.5855 -1.2455 0.46
C 1.7136 2.0300 2.9344 -0.66
C 2.3551 2.9079 1.8413 -0.06
O 2.2281 4.2895 2.1272 -0.70
H 0.6405 1.8877 2.8086 0.19
H 1.8433 2.6345 3.8356 0.23
H 2.3011 1.1165 3.0116 0.21
H 1.8012 2.7575 0.9061 0.15
H 3.4081 2.6638 1.7242 0.19
H 1.2956 4.4478 2.3065 0.46
C 1.6510 1.9478 -3.8343 -0.63
C 1.4749 1.9479 -2.3260 -0.07
O 0.0865 1.6756 -2.0560 -0.73
H 1.1273 1.0582 -4.1860 0.21
H 2.7108 1.8203 -4.0697 0.22
H 1.3609 2.8473 -4.3714 0.22
H 1.6800 2.9476 -1.9290 0.17
H 2.1407 1.2738 -1.7865 0.17
H 0.0613 1.1964 -1.2258 0.45
C -4.8576 0.7425 -1.7096 -0.63
C -3.5683 0.5297 -0.9147 -0.06
O -3.7991 -0.4995 0.0386 -0.74
H -5.6559 1.1940 -1.1205 0.22
H -5.2774 -0.1964 -2.0714 0.22
H -4.6504 1.3699 -2.5768 0.22
H -3.1767 1.4172 -0.4094 0.16
H -2.7996 0.1615 -1.6053 0.15
H -2.9644 -0.9108 0.2725 0.46
C 0.0457 0.3641 5.6875 -0.64
C 0.8179 -0.6824 4.8495 -0.05
O 0.7174 -2.0188 5.3009 -0.75
H 0.7189 0.5429 6.5275 0.21
H -0.8774 -0.0465 6.0926 0.22
H -0.1121 1.2554 5.0873 0.23
H 1.8570 -0.3590 4.7450 0.17
H 0.4536 -0.6880 3.8179 0.15
H 0.9881 -2.0792 6.2232 0.48
```